Below is a 10-piece molecular cluster, C47H84F9N9O11Si overall at a distorted geometry, with properties calculated with the ωB97M-V functional and the def2-TZVPD basis.

```
161
C47H84F9N9O11Si | OMol25 | the ωB97M-V functional and the def2-TZVPD basis
Si 0.04 1.28 2.89
F 2.82 2.90 2.98
F 1.87 -0.87 2.29
F 2.40 0.94 0.04
F 4.31 2.77 -1.06
F 2.63 3.88 0.22
F 2.04 0.16 4.43
F 4.96 3.62 1.08
F 4.26 1.02 3.28
F 4.67 0.66 0.77
O -7.12 3.70 -0.04
O -5.25 -4.69 5.31
O 7.46 4.03 -4.45
O 8.60 -2.20 1.33
O -3.13 -3.31 0.82
O -4.96 4.18 -1.16
O -4.72 -8.63 -0.53
O 2.42 3.82 -8.75
O 1.88 9.14 -0.48
O -2.76 1.68 -4.72
O -0.20 -2.16 -0.93
N 7.11 3.37 -2.34
N 3.00 8.58 1.38
N -3.44 0.06 -6.12
N -3.60 -9.20 1.33
N -0.39 -4.12 -2.02
N -5.27 -4.78 7.55
N 8.99 -0.44 2.66
N -5.31 -3.85 0.87
N 3.95 3.53 -7.13
C -2.43 -2.58 3.85
C -3.93 -1.93 3.88
C -2.79 0.92 -1.82
C -3.20 1.37 -5.83
C -3.95 -0.50 -7.35
C -4.85 2.77 -1.67
C -5.81 -4.39 6.36
C 3.27 7.20 -0.64
C 0.36 -3.16 -1.40
C 0.07 -5.35 -2.62
C 1.83 0.46 2.96
C -1.02 0.70 0.26
C -1.11 -1.62 3.55
C -6.47 -4.71 0.77
C -3.28 2.50 -2.07
C -5.37 4.87 1.45
C 3.90 7.80 2.20
C 8.67 0.67 3.52
C -0.10 2.74 4.20
C 3.43 1.48 0.95
C 6.67 -1.13 2.26
C 8.15 -1.31 2.04
C -3.49 2.40 -6.88
C 7.46 2.99 -0.99
C 1.84 -3.35 -1.32
C -0.40 1.95 1.12
C -2.70 -9.98 2.15
C -3.66 -5.60 0.38
C -5.77 -4.53 8.88
C 2.66 8.37 0.08
C -1.37 -0.01 3.31
C 3.83 2.99 0.36
C -3.94 -9.40 0.03
C -4.21 -0.32 3.66
C 4.73 3.88 -5.97
C 9.41 3.79 -3.08
C -2.91 0.64 3.37
C 0.06 3.81 5.14
C -5.88 4.19 0.01
C -1.22 1.01 -1.35
C 3.03 1.49 2.54
C 2.67 5.63 -7.20
C -4.00 -4.18 0.70
C 7.94 3.74 -3.35
C 2.99 4.27 -7.76
C -3.33 -10.58 -0.69
C -7.08 -3.59 6.38
H 6.12 -1.90 1.70
H -2.28 -10.83 1.62
H -0.73 2.06 -1.57
H -5.28 0.16 3.67
H 6.95 3.67 -0.30
H 2.27 -3.41 -2.32
H -2.57 -5.71 0.28
H 9.15 0.50 4.49
H -0.42 -6.18 -2.12
H 2.90 7.17 -1.67
H 8.54 3.03 -0.81
H 2.29 -2.50 -0.80
H -6.99 -4.67 1.73
H 9.07 1.58 3.08
H -4.90 -2.60 4.06
H 4.54 3.12 -5.20
H -7.38 -3.35 5.36
H 2.56 9.39 1.79
H 0.47 2.53 0.60
H -3.21 -1.20 -7.73
H 5.78 3.84 -6.24
H -3.52 0.50 -1.00
H -2.25 -10.48 -0.72
H 1.15 -5.47 -2.55
H -2.30 -3.74 4.00
H -1.90 -9.32 2.50
H 9.78 2.80 -2.80
H 2.07 -4.26 -0.75
H -5.00 -3.98 9.43
H -2.63 3.14 -1.29
H -3.00 2.74 -3.18
H -3.22 -0.57 -5.36
H -0.03 -2.08 3.50
H -0.33 -0.25 0.47
H 9.94 4.11 -3.99
H -4.25 5.20 1.34
H -4.87 -1.04 -7.12
H 9.97 -0.62 2.46
H 9.62 4.51 -2.29
H 4.48 4.86 -5.58
H -7.88 -4.17 6.85
H -5.46 -2.87 1.08
H 3.56 6.27 -7.24
H 4.32 6.95 1.67
H 6.35 -0.15 1.90
H -0.23 -5.34 -3.67
H 2.98 6.27 -0.14
H -6.70 -3.95 8.88
H -1.26 2.75 1.30
H -2.88 2.21 -7.77
H 7.59 0.78 3.67
H -4.04 -8.39 1.74
H -6.06 5.80 1.69
H 7.10 1.97 -0.82
H -4.12 -5.89 -0.56
H 6.13 3.36 -2.60
H -4.00 -6.26 1.19
H -4.41 -5.31 7.45
H -6.20 -5.74 0.54
H -0.66 0.12 -1.91
H -5.50 4.08 2.33
H -1.38 -3.92 -2.03
H 6.43 -1.24 3.32
H -3.05 1.80 3.17
H -5.49 2.69 -2.65
H 4.70 8.46 2.55
H -3.27 -10.34 3.02
H -6.93 -2.65 6.92
H -5.94 -5.49 9.36
H -2.10 0.37 0.65
H -4.15 0.26 -8.10
H 3.33 7.44 3.07
H 1.89 6.10 -7.81
H -7.12 -4.31 -0.01
H 0.39 4.60 5.97
H -3.25 3.40 -6.50
H 2.31 5.54 -6.18
H -3.70 -10.61 -1.72
H -3.62 -11.51 -0.19
H -2.96 0.25 -2.79
H 4.35 7.29 -0.66
H -5.24 2.05 -0.83
H -4.55 2.38 -7.14
H 4.11 2.63 -7.57
```

Structure (SMILES): C#C[Si@](CCCCCCOC(C)=O)(c1ccccc1)C(F)(F)C(F)(F)C(F)(F)C(F)(F)F.CNC(C)=O.CNC(C)=O.CNC(C)=O.CNC(C)=O.CNC(C)=O.CNC(C)=O.CNC(C)=O.CNC(C)=O.CNC(C)=O
Total charge: 0
Orbital gap in eV: 7.768
LUMO in eV: -0.354
HOMO in eV: -8.122
Total energy in a.u.: -4349.4027


Below is C30H49BrHfN6O7P3S4 as an isolated structure at a distorted geometry, with properties calculated with the ωB97M-V functional and the def2-TZVPD basis.

```
101
C30H49BrHfN6O7P3S4 | OMol25 | the ωB97M-V functional and the def2-TZVPD basis
Hf 0.46 0.99 -0.15
Br 1.40 6.44 -4.95
S 3.06 1.09 0.55
S 3.48 1.98 -2.55
S 1.84 0.74 -2.38
S 3.74 2.61 -0.57
P 1.16 -2.55 0.15
P -1.31 -0.34 -2.12
P 1.20 -1.12 2.67
O -1.24 -1.90 -2.51
O -0.75 2.17 -1.29
O 1.40 -2.43 1.77
O 0.48 -0.06 1.88
O -1.63 0.39 -3.51
O -2.77 -0.20 -1.44
O 1.05 -1.16 -0.35
N -1.13 1.93 1.70
N 0.87 3.01 0.51
N 2.68 -0.79 3.22
N -0.15 -3.49 0.04
N 0.28 -1.50 3.96
N 2.46 -3.31 -0.43
C 0.70 5.15 -3.76
C -2.60 1.69 3.57
C 0.87 3.19 1.90
C -3.70 0.87 -1.67
C -0.26 -4.66 -0.81
C -4.74 0.48 -2.70
C 3.93 -1.39 2.77
C -2.25 1.50 2.22
C 0.47 3.51 4.65
C -0.97 3.50 -3.23
C -1.71 2.30 4.40
C -1.17 -1.57 3.86
C 1.58 4.03 4.04
C -0.27 2.62 2.51
C 1.34 4.90 -2.57
C 3.23 -2.76 -1.55
C -3.31 -3.19 -2.79
C -2.15 -2.51 -3.46
C 0.82 -2.33 5.04
C 1.78 3.89 2.65
C 2.84 0.39 4.07
C -0.30 3.17 -2.05
C -0.73 0.39 -4.65
C 1.35 3.88 -0.34
C -1.38 -3.07 0.68
C -0.49 2.80 3.88
C 2.99 -4.52 0.17
C 0.84 3.92 -1.70
C -1.54 0.74 -5.87
C -0.47 4.47 -4.08
H 3.74 -2.29 2.19
H 0.41 -1.98 5.99
H 0.06 1.12 -4.46
H -1.94 2.44 5.45
H -1.72 -3.82 1.39
H -3.99 -3.58 -3.56
H -0.98 4.70 -5.00
H -2.06 1.69 -5.72
H -3.15 1.77 -1.97
H -0.89 0.84 -6.73
H 2.37 -4.85 1.00
H 0.30 3.65 5.71
H -0.99 -4.48 -1.60
H -1.52 -0.93 3.06
H -4.17 1.07 -0.70
H 2.85 -1.78 -1.84
H 3.41 0.12 4.96
H 1.84 4.78 0.03
H -2.28 -0.03 -6.10
H -5.44 1.30 -2.85
H -4.26 0.26 -3.66
H 0.54 -3.38 4.91
H -1.61 -1.22 4.79
H 4.49 -0.68 2.15
H -5.30 -0.40 -2.38
H -1.87 2.96 -3.49
H -2.50 -1.74 -4.16
H -1.23 -2.13 1.22
H 1.87 0.78 4.38
H -2.16 -2.89 -0.07
H -3.87 -2.50 -2.17
H 4.27 -2.64 -1.24
H 2.65 4.32 2.18
H 1.90 -2.25 5.08
H -1.50 -2.60 3.69
H -0.27 -0.59 -4.73
H 4.53 -1.65 3.64
H 3.37 1.17 3.52
H -1.53 -3.22 -4.02
H 4.00 -4.34 0.54
H -3.00 -4.04 -2.18
H 3.19 -3.44 -2.41
H -0.59 -5.52 -0.22
H -2.92 0.96 1.55
H 0.69 -4.90 -1.28
H -3.55 1.32 3.94
H 3.04 -5.33 -0.57
H 2.30 4.58 4.62
H 2.22 5.45 -2.28
```

Total charge: +1
Orbital gap in eV: 6.182
LUMO in eV: -2.746
Energy above the lowest of the compared OMol25 structures with the same formula, charge and spin in kcal/mol: 0.0
HOMO in eV: -8.928
Total energy in a.u.: -7266.9033


Below is a 6-piece molecular cluster, C30H43F8N7O9PS2 overall at a distorted geometry, with properties calculated with the ωB97M-V functional and the def2-TZVPD basis.

```
100
C30H43F8N7O9PS2 | OMol25 | the ωB97M-V functional and the def2-TZVPD basis
S -7.19 -2.52 1.16
S -2.17 -3.04 3.30
P -6.38 0.57 -0.13
F -1.87 1.34 2.45
F -8.00 -1.26 1.44
F 1.73 0.13 0.92
F 0.98 0.93 2.75
F 1.31 -1.23 2.50
F -0.71 -1.33 0.60
F -0.61 0.81 0.47
F -1.32 -0.33 3.62
O -7.23 -2.93 -0.19
O -3.08 1.52 -0.31
O -5.62 1.37 -1.25
O -7.52 -3.45 2.16
O -7.43 -0.30 -0.92
O -7.04 1.47 0.81
O -4.06 2.51 1.37
O -2.53 -4.43 3.16
O -0.87 -2.78 2.78
N -8.30 4.90 -4.51
N 5.57 0.68 5.52
N -4.97 -3.72 2.53
N 9.16 -1.56 -0.06
N 10.99 2.88 -1.47
N -5.98 -0.54 -3.06
N -4.60 -2.43 2.11
C -7.61 -1.60 -6.30
C 10.15 -1.67 0.51
C -3.98 0.05 1.24
C -5.24 -0.48 0.90
C 11.41 -1.79 1.25
C -2.26 -2.63 5.03
C 6.86 0.44 1.96
C -9.58 5.48 -0.97
C -6.09 -1.64 -6.36
C 9.00 0.30 -3.38
C 10.60 -0.47 3.27
C 5.75 -0.55 2.26
C -1.70 0.01 2.37
C -7.44 4.62 -2.06
C 10.97 2.45 -2.53
C -5.73 -1.24 -3.94
C 4.66 0.04 3.16
C -0.53 -0.22 1.32
C -7.92 4.77 -3.43
C 10.93 1.88 -3.88
C -8.58 4.34 -1.07
C 11.19 -1.78 2.77
C 5.16 0.39 4.48
C -3.67 1.45 0.71
C 9.52 1.42 -4.27
C -5.45 -2.13 -5.06
C 0.90 -0.12 1.94
C -3.03 -0.65 2.01
C -5.53 -1.75 1.41
C -3.37 -1.95 2.40
H 6.48 1.34 1.47
H 12.15 -1.95 3.25
H -10.36 5.24 -0.24
H 11.28 2.63 -4.58
H -5.78 -2.30 -7.17
H -6.72 3.80 -2.03
H 8.83 2.26 -4.24
H 7.38 0.75 2.87
H -4.37 -2.21 -5.18
H 11.89 -2.72 0.96
H -4.53 -4.43 1.95
H -5.81 -3.13 -4.81
H -2.33 -3.56 5.59
H 7.60 -0.01 1.30
H 9.55 1.07 -5.30
H 11.25 0.37 3.02
H -9.10 3.42 -1.36
H 9.62 -0.28 2.84
H -4.78 -3.86 3.51
H 6.16 -1.44 2.72
H -7.96 -0.90 -5.53
H -10.08 5.66 -1.93
H -6.97 -0.92 -1.54
H 11.63 1.04 -3.93
H -6.90 5.53 -1.76
H 9.67 -0.57 -3.41
H 5.29 -0.86 1.32
H 3.85 -0.69 3.28
H -5.71 -0.65 -6.61
H -8.02 -2.58 -6.08
H -8.14 4.16 -0.09
H -4.42 2.28 2.24
H 8.92 0.62 -2.34
H 12.07 -0.98 0.96
H -1.35 -2.10 5.29
H 10.54 -2.61 3.06
H -8.02 -1.27 -7.25
H 4.22 0.92 2.69
H -9.10 6.41 -0.66
H -3.12 -2.01 5.25
H 10.49 -0.49 4.36
H -4.95 0.82 -1.70
H 8.01 -0.02 -3.70
```

Total charge: +1
Orbital gap in eV: 6.594
LUMO in eV: -5.878
HOMO in eV: -12.472
Total energy in a.u.: -4165.7424